Run one
DFT (the ωB97M-V functional and the def2-TZVPD basis) results for the molecule C8H11N.

Last column: Mulliken charge in e.
CARTESIAN COORDINATES (ANGSTROEM)
H  0.78  -2.21  1.00  0.250
C  -0.52  -0.01  -1.04  0.696
C  0.99  0.17  2.34  -1.314
H  -0.84  2.71  -0.46  0.324
C  0.06  -1.39  -0.79  0.405
H  0.34  2.68  0.84  0.307
C  -0.27  0.74  0.19  0.590
C  -0.95  0.47  -2.21  -1.211
H  -1.11  1.52  -2.38  0.215
H  1.77  0.93  2.25  0.327
C  -0.55  2.18  0.44  -1.367
H  -1.06  -0.17  -3.08  0.243
H  -1.36  2.28  1.17  0.266
N  0.30  -1.44  0.56  -0.181
C  0.40  -0.13  1.01  0.478
H  0.23  0.52  3.04  0.293
C  0.11  -2.41  -1.65  -1.171
H  1.45  -0.72  2.78  0.364
H  -0.17  -2.30  -2.69  0.222
H  0.40  -3.41  -1.33  0.265

Summary:
* LUMO: 0.87 eV

---

Run two
DFT (the ωB97M-V functional and the def2-TZVPD basis) results for the molecule C8H11N.

Last column: Mulliken charge in e.
CARTESIAN COORDINATES (ANGSTROEM)
N  0.31  -3.44  0.23  -0.448
C  -0.99  0.89  2.69  -1.008
H  1.13  -1.80  -3.40  0.230
H  2.23  -0.24  -2.64  0.282
H  -0.60  2.39  -0.57  0.350
C  0.34  -2.42  -0.33  0.007
H  -1.82  2.17  0.71  0.335
H  -0.24  1.53  3.20  0.293
H  0.45  -0.75  1.92  0.166
C  1.79  -1.33  -2.39  -1.073
C  -0.28  0.16  1.50  0.044
H  -1.61  1.67  2.28  0.258
C  0.37  -0.03  -1.00  -0.373
C  -1.25  1.69  -0.14  -1.497
H  0.31  0.71  -1.89  0.218
H  2.75  -1.85  -2.04  0.319
C  0.80  -1.28  -1.21  0.694
H  -2.01  1.39  -0.77  0.353
C  -0.28  0.45  0.23  0.593
H  -1.39  0.09  3.61  0.257

Summary:
* LUMO: 0.09 eV

---

Tell me which of them is the least stable. Sure, it is run two.